Entry 1:
Here is 5 unconnected molecules or ions with the total composition C22H46NO8S4 from the OMol25 dataset. Energies are from ωB97M-V with the def2-TZVPD basis set.

XYZ file:
```
81
Properties=species:S:1:pos:R:3:mulliken_charge:R:1
C 3.57242 -1.92365 -0.36768 -1.04
C 3.38830 -1.11498 -1.64847 -0.70
C 1.94837 -0.70525 -1.95880 0.39
C 1.04116 -1.91320 -2.31277 -0.90
C -0.12207 -1.91102 -1.31919 -0.30
N 0.44753 -1.14763 -0.15616 0.04
C 1.21684 -0.03341 -0.80359 -1.11
H 3.05496 -2.88573 -0.40364 0.31
H 4.62839 -2.12666 -0.20116 0.17
H 3.23650 -1.37346 0.51747 0.33
H 3.75266 -1.69714 -2.49684 0.42
H 4.01502 -0.22168 -1.59844 0.15
H 1.95954 -0.00492 -2.79211 0.62
H 1.59408 -2.84872 -2.23460 0.30
H 0.66688 -1.85100 -3.33184 0.39
H -0.98520 -1.31591 -1.62364 0.00
H -0.43145 -2.90534 -1.01107 0.46
H 1.10841 -1.74209 0.34689 0.45
H -0.26972 -0.80788 0.48931 0.37
H 0.46381 0.66378 -1.16382 0.13
H 1.82234 0.48419 -0.06303 0.56
C -4.99323 2.41937 -0.49734 -0.77
C -5.41496 1.01704 -0.03908 -0.30
C -4.41602 0.02294 -0.64688 -0.85
S -2.88393 0.94158 -0.84283 1.25
O -2.52388 1.02336 -2.23621 -0.73
O -1.86963 0.41662 0.06819 -0.73
C -3.48898 2.51259 -0.25841 -0.81
H -5.52169 3.19486 0.05311 0.38
H -5.20918 2.55714 -1.55848 0.33
H -5.38845 0.95735 1.04936 0.25
H -6.43470 0.78886 -0.33748 0.19
H -4.21671 -0.84217 -0.01924 0.40
H -4.70204 -0.29850 -1.64733 0.45
H -2.97587 3.29545 -0.81294 0.47
H -3.24698 2.57785 0.80242 0.39
C 6.83426 -2.14404 1.95868 -0.47
C 7.60274 -3.14137 1.07828 -0.62
C 8.99752 -2.55637 0.84127 -0.69
S 9.35848 -1.52266 2.27784 1.14
O 9.42909 -0.15109 1.84439 -0.65
O 10.41941 -2.09697 3.05594 -0.65
C 7.77836 -1.77073 3.09346 -0.85
H 5.90678 -2.56979 2.34238 0.42
H 6.58484 -1.24800 1.38383 0.25
H 7.68134 -4.09780 1.59772 0.33
H 7.09744 -3.32561 0.13010 0.30
H 9.78464 -3.30204 0.76547 0.36
H 9.03016 -1.89639 -0.02348 0.36
H 7.52747 -0.84945 3.61368 0.41
H 7.90386 -2.58300 3.80892 0.38
C -8.98560 -2.72628 1.00325 -0.51
C -9.77102 -2.58994 2.31519 -0.62
C -9.67464 -1.12653 2.75591 -0.66
S -9.49047 -0.16343 1.24420 1.10
O -8.19310 0.47955 1.25490 -0.59
O -10.65904 0.63406 0.99920 -0.68
C -9.43422 -1.56446 0.12518 -0.68
H -9.17104 -3.68300 0.51776 0.35
H -7.91334 -2.65139 1.19935 0.25
H -10.81490 -2.85724 2.14426 0.30
H -9.38542 -3.25259 3.08797 0.33
H -10.56142 -0.75926 3.26634 0.34
H -8.79221 -0.92714 3.36081 0.35
H -8.76357 -1.31677 -0.69431 0.37
H -10.44645 -1.70531 -0.25325 0.33
C 2.46756 3.48323 -2.03889 -0.43
C 3.51278 3.05131 -0.99769 -0.11
C 4.41795 4.25566 -0.72846 -0.81
S 3.40377 5.72080 -1.03164 1.14
O 3.94210 6.42516 -2.16262 -0.64
O 3.14035 6.40552 0.20317 -0.65
C 1.93769 4.82945 -1.56408 -0.80
H 1.65737 2.75871 -2.13713 0.14
H 2.93794 3.59222 -3.01791 0.35
H 3.00748 2.76127 -0.07209 0.19
H 4.09945 2.19861 -1.34065 0.05
H 4.78222 4.31490 0.29385 0.40
H 5.25462 4.31087 -1.42202 0.39
H 1.44608 5.42409 -2.33029 0.45
H 1.29023 4.73061 -0.69246 0.34
```

F_max   0.5 eV/Å
Net charge   +1
Gap between HOMO and LUMO   9.494 eV
DFT total energy   -3115.0356 a.u.

Entry 2:
Here is a molecular structure, C22H46O10PdS4 at a distorted geometry from the OMol25 dataset. Energies are from ωB97M-V with the def2-TZVPD basis set.

XYZ file:
```
83
Properties=species:S:1:pos:R:3:lowdin_spin:R:1
Pd 0.15820 -0.03401 0.65811 1.61
C 3.52264 -0.56240 -2.28096 0.00
C 3.27180 -0.75603 -0.78922 0.01
C 4.60081 -0.66532 0.00963 0.00
O 2.21812 -0.17524 -0.12291 0.05
H 2.68798 -1.00147 -2.83205 0.00
H 4.48421 -0.98221 -2.56832 0.00
H 3.54160 0.51176 -2.51204 0.00
H 3.04771 -1.84474 -0.68635 0.00
H 4.43335 -0.56086 1.07954 0.00
H 5.10537 0.27305 -0.26413 0.00
H 5.21605 -1.52678 -0.25163 0.00
C -3.43296 0.04969 3.01460 0.00
C -3.04960 -0.26185 1.55770 0.01
C -4.16109 0.12564 0.59815 0.01
O -1.87818 0.36720 1.12369 0.11
H -4.44684 -0.36263 3.11995 0.00
H -3.61733 1.09818 3.26487 0.00
H -2.79241 -0.36599 3.78995 0.00
H -2.88465 -1.34538 1.43650 0.00
H -3.98439 -0.11063 -0.44848 0.00
H -4.54995 1.13277 0.75528 0.00
H -5.02187 -0.51949 0.85458 0.00
C 1.18953 3.93340 -3.97756 0.00
C 2.34191 3.85729 -2.96302 0.00
C 1.68175 3.72355 -1.55676 0.00
S 0.07275 2.83217 -1.83740 0.00
O -0.94416 3.78374 -1.44820 0.00
O 0.10311 1.52444 -1.21595 0.03
C 0.24536 2.78202 -3.61356 0.00
H 1.51454 4.06985 -5.00414 0.00
H 0.67712 4.85318 -3.67403 0.00
H 3.05833 4.67246 -2.92515 0.00
H 2.83058 2.88319 -3.03872 0.00
H 1.29929 4.62285 -1.07902 0.00
H 2.31498 3.11949 -0.91022 0.00
H -0.70472 2.75060 -4.14673 0.00
H 0.59391 1.75490 -3.77372 0.00
C 0.64493 -5.55006 2.57151 0.00
C -0.74871 -5.06001 2.90273 0.00
C -0.69905 -3.73517 3.63111 0.00
S 0.76996 -2.87735 2.89825 0.01
O 1.67367 -2.48871 3.94068 0.00
O 0.33128 -1.86332 1.93948 0.04
C 1.34699 -4.32110 1.96388 0.00
H 0.58657 -6.30704 1.79211 0.00
H 1.19180 -5.90781 3.44038 0.00
H -1.38212 -5.70097 3.52986 0.00
H -1.40761 -5.03583 2.02875 0.00
H -0.61705 -3.76368 4.72460 0.00
H -1.59039 -3.09966 3.67731 0.00
H 2.42672 -4.25865 2.10880 0.00
H 1.15245 -4.10432 0.91573 0.00
C -1.94364 -3.83420 -3.00787 0.00
C -0.85146 -3.51162 -4.04218 0.00
C 0.07563 -2.47990 -3.43596 0.00
S -0.97147 -1.38685 -2.41131 0.01
O -1.31448 -0.19079 -3.17085 0.00
O -0.51650 -1.28862 -1.03390 0.04
C -2.42467 -2.47790 -2.44428 0.00
H -1.45276 -4.32616 -2.16734 0.00
H -2.76784 -4.36861 -3.46660 0.00
H -1.22225 -3.08141 -4.98119 0.00
H -0.36986 -4.42233 -4.40073 0.00
H 0.93706 -2.01144 -3.90529 0.00
H 0.62842 -3.03273 -2.65541 0.00
H -3.23591 -2.08009 -3.05133 0.00
H -2.80846 -2.51827 -1.42536 0.00
C -1.42229 4.75456 2.47322 0.00
C -0.07143 5.27350 1.98095 0.00
C 1.08769 4.42621 2.56762 0.00
S 0.36093 2.78842 2.83510 0.01
O 0.37189 2.39010 4.21612 0.00
O 0.79873 1.86485 1.76688 0.04
C -1.33683 3.23299 2.30130 0.00
H -2.16501 5.14257 1.77698 0.00
H -1.63864 5.09526 3.48725 0.00
H 0.21676 6.26873 2.33013 0.00
H -0.04927 5.32654 0.89209 0.00
H 1.24114 4.76156 3.59379 0.00
H 2.00573 4.37027 1.99424 0.00
H -2.10008 2.60953 2.75213 0.00
H -1.48338 3.13311 1.22433 0.00
```

⟨S²⟩   2.003
F_max   3.5 eV/Å
Net charge   0
Multiplicity   3
Gap between HOMO and LUMO (spin up / spin down)   6.745 / 6.562 eV
DFT total energy   -3338.6347 a.u.